Version i
{"formula": "C2H9NS", "method": "ωB97M-V/def2-TZVPD", "symbols": ["C", "S", "C", "H", "H", "H", "H", "H", "H", "N", "H", "H", "H"], "positions_angstrom": [[-0.9829, 1.6839, -0.9994], [-0.4818, 0.9742, -2.5630], [0.0957, -0.7329, -2.0399], [-1.5147, 0.9533, -0.3807], [-1.7340, 2.4521, -1.1336], [-0.2799, 1.7830, -0.1949], [0.4285, -1.3034, -2.9299], [0.9412, -0.6751, -1.2409], [-0.7803, -1.2648, -1.5550], [1.2677, -1.1667, 3.4721], [1.3419, -0.1183, 3.4819], [0.2627, -1.3418, 3.6701], [1.4359, -1.2434, 2.4129]], "total_charge": 0, "smiles": "CSC.N", "homo_energy_ha": -0.316, "homo_lumo_gap_ev": 9.196}

=====

Version ii
{"formula": "C2H9NS", "method": "ωB97M-V/def2-TZVPD", "symbols": ["C", "N", "H", "H", "H", "H", "H", "C", "S", "H", "H", "H", "H"], "positions_angstrom": [[1.8681, -1.7149, -0.2677], [1.6355, -0.3672, 0.2470], [2.8608, -2.0996, -0.0458], [1.6285, -1.7357, -1.3275], [1.1194, -2.3740, 0.1765], [1.6974, -0.3889, 1.2577], [2.3788, 0.2583, -0.0545], [-2.6721, 1.5012, 0.1169], [-1.0316, 1.9599, -0.4932], [-2.7257, 1.5856, 1.2000], [-2.8765, 0.4667, -0.1402], [-3.4435, 2.1362, -0.3231], [-0.4391, 0.7724, -0.3462]], "total_charge": 0, "smiles": "CN.CS", "homo_energy_ha": -0.316, "homo_lumo_gap_ev": 9.581}

=====

version ii is preferred energetically. Next in line: 0.0185 hartree higher.